Record 1
Entry from the OMol25 dataset: a 12-piece molecular cluster, C29H87N5O14 overall (ωB97M-V with the def2-TZVPD basis set).

Each line ends with the Mulliken charge.
Atoms and positions in Å:
C (-0.49495, -1.19737, -5.92634)  -0.60
O (0.46057, -1.74463, -5.03804)  -0.46
H (-0.03001, -0.53180, -6.65363)  0.28
H (-0.86528, -2.01102, -6.54999)  0.25
H (-1.36732, -0.68338, -5.52277)  0.25
H (0.52999, -1.06267, -4.36594)  0.29
C (3.88390, 1.65283, -5.63395)  -0.43
O (4.60766, 2.12423, -6.78077)  -0.52
H (3.82943, 0.56452, -5.66054)  0.25
H (4.29662, 2.04227, -4.70331)  0.21
H (2.84942, 1.99573, -5.65328)  0.19
H (5.47307, 1.70888, -6.76871)  0.29
C (3.18217, 5.74735, -1.72582)  -0.45
O (2.26479, 5.86827, -2.82987)  -0.50
H (2.62395, 6.06270, -0.84432)  0.23
H (3.43504, 4.70433, -1.53536)  0.19
H (3.98510, 6.46060, -1.91209)  0.24
H (1.37157, 5.65872, -2.54730)  0.30
C (4.86440, -4.02894, 0.34081)  -0.60
O (4.87132, -2.78521, 0.90352)  -0.45
H (3.92982, -4.58981, 0.34999)  0.23
H (5.25503, -4.03361, -0.67678)  0.26
H (5.56431, -4.68724, 0.85548)  0.28
H (5.68486, -2.34242, 0.65115)  0.28
C (-2.16422, 3.77815, -3.96412)  -0.50
O (-1.63893, 3.98745, -2.62707)  -0.46
H (-2.76567, 2.86928, -3.98195)  0.23
H (-2.66404, 4.66367, -4.35670)  0.27
H (-1.26791, 3.69558, -4.57887)  0.18
H (-2.37095, 3.90908, -2.01095)  0.27
C (-0.67806, -6.41491, -1.71485)  -1.43
C (-1.18507, -6.72730, -3.10819)  0.61
C (-2.18268, -7.89100, -3.21980)  -0.65
O (-1.36298, -9.00851, -2.77127)  -0.28
C (-1.86553, -10.31696, -3.16390)  -0.77
N (-1.93322, -5.58106, -3.57368)  -0.68
H (-1.31246, -6.61894, -0.85230)  0.26
H (-0.36602, -5.37317, -1.64055)  0.41
H (0.22838, -6.98859, -1.52154)  0.35
H (-0.35358, -6.81073, -3.80803)  0.24
H (-2.58042, -8.09554, -4.21382)  0.39
H (-2.99293, -7.76340, -2.50195)  0.29
H (-2.85346, -10.54388, -2.76314)  0.29
H (-1.17463, -11.04259, -2.73470)  0.25
H (-1.80087, -10.42239, -4.24686)  0.31
H (-1.18622, -4.90381, -3.63215)  0.18
H (-2.18269, -5.76722, -4.53452)  0.24
C (-3.91549, 6.28606, 1.65156)  -1.40
C (-4.87678, 5.22640, 2.22911)  0.61
C (-6.41394, 5.60800, 2.22818)  -0.83
O (-7.19828, 4.85700, 3.11073)  -0.33
C (-7.33591, 5.31582, 4.45112)  -0.70
N (-4.57300, 4.05578, 1.35423)  -0.66
H (-4.07201, 7.18300, 2.25080)  0.40
H (-4.13262, 6.51702, 0.60868)  0.29
H (-2.85618, 6.03149, 1.68582)  0.35
H (-4.62655, 5.03052, 3.27176)  0.18
H (-6.84847, 5.56500, 1.22947)  0.40
H (-6.50736, 6.65780, 2.50617)  0.37
H (-7.77973, 6.30896, 4.52040)  0.30
H (-6.39064, 5.36678, 4.99145)  0.29
H (-7.96628, 4.60146, 4.98068)  0.25
H (-5.37507, 3.44843, 1.44319)  0.23
H (-3.76589, 3.67784, 1.82945)  0.25
C (10.07991, 2.10354, 0.75341)  -1.49
C (9.23631, 2.54561, -0.48873)  0.72
C (7.80668, 1.91913, -0.55242)  -0.72
O (7.79213, 0.50175, -0.48218)  -0.31
C (8.05391, -0.03439, -1.80967)  -0.71
N (9.18348, 3.96755, -0.44671)  -0.65
H (9.62098, 2.31503, 1.71921)  0.37
H (11.03260, 2.62636, 0.83798)  0.43
H (10.30117, 1.03627, 0.76240)  0.31
H (9.76901, 2.17422, -1.36417)  0.08
H (7.28537, 2.37263, -1.39543)  0.31
H (7.24827, 2.27185, 0.31468)  0.37
H (8.89989, 0.39936, -2.34286)  0.31
H (7.19200, 0.17806, -2.44219)  0.27
H (8.20979, -1.10427, -1.67127)  0.26
H (8.97016, 4.35611, -1.35425)  0.23
H (10.04460, 4.30586, -0.04160)  0.22
C (-0.37317, -4.73320, 4.56225)  -1.52
C (-0.38035, -3.21477, 4.32965)  0.74
C (-1.52166, -2.44326, 5.04798)  -0.90
O (-1.64354, -1.09050, 4.64677)  -0.16
C (-2.64035, -0.35572, 5.30855)  -0.81
N (0.93637, -2.77806, 4.74639)  -0.76
H (-0.38698, -4.96031, 5.62824)  0.34
H (0.51078, -5.19579, 4.12322)  0.36
H (-1.28588, -5.19393, 4.18439)  0.39
H (-0.46056, -3.10575, 3.24808)  0.25
H (-1.32406, -2.53492, 6.11599)  0.38
H (-2.49446, -2.92259, 4.93836)  0.38
H (-2.56072, 0.68888, 5.00760)  0.23
H (-2.43339, -0.46393, 6.37324)  0.34
H (-3.65065, -0.71291, 5.10902)  0.30
H (1.69087, -3.03640, 4.12664)  0.23
H (0.93931, -1.76842, 4.71941)  0.23
C (-4.60944, -2.04761, 0.38197)  -1.32
C (-5.57688, -2.33639, -0.82956)  0.45
C (-5.63713, -1.40360, -2.10302)  -0.65
O (-6.39991, -1.94442, -3.17966)  -0.35
C (-6.27173, -1.29618, -4.41551)  -0.70
N (-5.41816, -3.73428, -1.31966)  -0.73
H (-3.58394, -2.17601, 0.03563)  0.31
H (-4.85673, -2.73062, 1.19465)  0.33
H (-4.67292, -1.00765, 0.70221)  0.34
H (-6.56806, -2.32166, -0.37630)  0.24
H (-4.60645, -1.26682, -2.43026)  0.36
H (-6.13519, -0.45641, -1.89599)  0.37
H (-6.81041, -1.93293, -5.11726)  0.25
H (-5.24057, -1.18988, -4.75242)  0.26
H (-6.87497, -0.38843, -4.40104)  0.29
H (-4.47343, -3.75598, -1.67619)  0.18
H (-5.88824, -3.75757, -2.21330)  0.36
C (1.87019, 3.05129, 6.45753)  -0.33
C (0.74946, 4.02890, 6.53020)  -0.52
O (0.18096, 4.27696, 5.29036)  -0.43
O (1.36359, 1.79577, 6.24452)  -0.47
H (2.30807, 3.00805, 7.45477)  0.29
H (2.66190, 3.30882, 5.75398)  0.25
H (1.06542, 4.92561, 7.06328)  0.41
H (0.00007, 3.51307, 7.13055)  0.25
H (0.31063, 5.21211, 5.11633)  0.28
H (0.75897, 1.79687, 5.49884)  0.28
C (1.59300, 0.52440, -0.32401)  -0.44
C (1.08269, 1.03743, 1.02053)  -0.30
O (1.22983, 2.45689, 1.01530)  -0.51
O (0.72755, 1.02196, -1.35622)  -0.47
H (1.51406, -0.56098, -0.26229)  0.34
H (2.59228, 0.90358, -0.53799)  0.23
H (1.64604, 0.56686, 1.82631)  0.33
H (0.02373, 0.77993, 1.04079)  0.29
H (0.85365, 2.77392, 1.83967)  0.26
H (0.52692, 1.94965, -1.21219)  0.27

For the HOMO-LUMO gap, the calculation gives 9.1068 eV. Its SMILES is COC[C@H](C)N.COC[C@H](C)N.COC[C@H](C)N.COC[C@H](C)N.COC[C@H](C)N.OCCO.OCCO.CO.CO.CO.CO.CO. The lowest unoccupied orbital energy is 0.0020 Ha. The HOMO energy is -9.1 eV.

Record 2
Entry from the OMol25 dataset: one molecule with the formula C3H5N3O3 (ωB97M-V with the def2-TZVPD basis set).

Each line ends with the Mulliken charge.
Atoms and positions in Å:
C (1.32392, -0.22407, -0.18347)  0.54
C (-1.83443, -0.22720, -0.20426)  0.60
C (-0.19065, 1.46623, 0.37030)  -0.17
H (2.90405, 0.28357, -1.07237)  0.30
H (0.88737, -1.76742, 0.93516)  0.31
H (-1.11801, -2.05530, -0.34769)  0.24
H (-0.14034, 2.63714, 0.33333)  0.24
H (-0.06805, 1.14516, 1.46863)  0.35
N (2.42072, -0.53101, -0.65848)  -0.66
N (0.40088, -0.97874, 0.63051)  -0.33
N (-0.88605, -1.18027, 0.13273)  -0.14
O (-2.85602, -0.57097, -0.70825)  -0.57
O (-1.56327, 1.09674, -0.11737)  -0.32
O (0.71988, 0.90613, -0.57877)  -0.42

For the HOMO-LUMO gap, the calculation gives 10.4104 eV. Its SMILES is [H]/N=C1/NNC(=O)OCO1. The lowest unoccupied orbital energy is 0.0246 Ha. The HOMO energy is -9.7 eV.

Record 3
Entry from the OMol25 dataset: C25H45N2OP3RhSe as an isolated structure (ωB97M-V with the def2-TZVPD basis set).

Each line ends with the Löwdin spin population.
Atoms and positions in Å:
Rh (-0.23866, 0.70706, -0.05203)  1.65
P (-0.03965, 2.13695, 1.50683)  0.19
P (-0.38958, -2.81923, 2.08604)  0.50
P (-1.34077, 1.92510, -1.45647)  0.18
H (-2.31123, -2.26696, 0.73978)  0.02
C (-1.81559, -2.82847, -0.08126)  0.12
C (-2.80853, -3.26999, -1.12429)  0.04
H (-2.42308, -4.15730, -1.64972)  0.00
C (-1.52167, 2.18741, 2.56423)  0.06
C (1.32590, 1.68666, 2.62884)  0.06
C (0.30722, 3.87155, 1.08115)  0.00
C (0.01698, -4.37829, 2.92250)  0.07
C (1.18031, -2.03944, 1.56189)  0.10
C (-1.05713, -1.73250, 3.37394)  0.07
C (-1.81028, 0.92848, -2.90148)  0.05
C (-0.41786, 3.32840, -2.17786)  0.01
C (-2.89791, 2.64062, -0.85881)  0.05
H (-0.91678, -2.32033, -0.47325)  0.01
H (-3.78588, -3.58082, -0.70501)  0.00
H (-1.42021, 2.98858, 3.30707)  0.01
H (-1.63424, 1.22699, 3.08389)  0.00
H (-2.41342, 2.37855, 1.95475)  0.00
H (1.61472, 2.55872, 3.23005)  0.01
H (2.19393, 1.35557, 2.04463)  0.00
H (1.00006, 0.88213, 3.29998)  0.00
H (-0.60230, 4.38910, 0.75510)  0.00
H (1.06181, 3.92842, 0.28799)  0.00
H (0.69166, 4.37137, 1.97816)  0.00
H (0.70999, -4.21658, 3.76553)  0.02
H (0.45750, -5.07904, 2.19432)  0.00
H (-0.92213, -4.82440, 3.29133)  0.00
H (1.03307, -0.93847, 1.50368)  0.03
H (1.42119, -2.41032, 0.55139)  0.00
H (2.04268, -2.23511, 2.21717)  0.02
H (-1.41304, -2.29861, 4.24818)  0.00
H (-1.91989, -1.21408, 2.93442)  0.01
H (-0.31232, -1.00168, 3.71275)  0.01
H (-1.17787, 1.20076, -3.75247)  0.00
H (-2.85879, 1.11630, -3.15255)  0.01
H (-1.70143, -0.14111, -2.69245)  0.01
H (-0.69627, 3.40953, -3.23484)  0.00
H (0.66430, 3.16436, -2.11060)  0.00
H (-0.68077, 4.25845, -1.66267)  0.00
H (-3.58069, 2.73936, -1.71150)  0.01
H (-2.72661, 3.63099, -0.41989)  0.00
H (-3.36227, 1.98380, -0.11532)  0.00
C (-4.16413, -1.59521, -2.16851)  0.00
C (-4.53784, -0.83490, -1.02428)  0.00
C (-5.68757, -0.02954, -1.11339)  0.00
C (-6.45068, -0.02574, -2.28137)  0.00
C (-6.11112, -0.85405, -3.35973)  0.00
C (-4.93871, -1.59307, -3.32548)  0.00
O (-3.03135, -2.39315, -2.21036)  0.03
H (-1.57628, -3.87691, 0.22790)  0.03
H (-3.94401, -0.85221, -0.10306)  0.00
H (-5.96848, 0.58889, -0.25326)  0.00
H (-7.31961, 0.63734, -2.35391)  0.00
H (-6.74823, -0.92046, -4.24594)  0.00
H (-4.61281, -2.21725, -4.15350)  0.00
C (3.94279, 2.34144, -0.05104)  0.00
N (4.11540, 0.90053, -0.14109)  0.02
C (3.21091, 0.01372, -0.64366)  0.05
Se (1.59906, 0.36755, -1.52140)  0.44
N (3.85847, -1.18794, -0.70584)  0.02
C (5.19816, -1.04829, -0.33095)  0.01
C (6.27577, -1.88615, -0.59249)  0.00
C (7.55895, -1.34638, -0.40131)  0.01
C (7.71903, -0.00470, 0.00675)  0.01
C (6.61644, 0.83358, 0.21967)  0.00
C (5.35891, 0.27672, 0.04117)  0.01
H (3.84428, 2.64198, 1.00026)  0.00
H (3.04462, 2.63520, -0.60654)  0.00
H (4.82433, 2.82505, -0.48756)  0.00
H (3.43425, -2.03571, -1.07303)  0.00
H (6.09723, -2.90796, -0.92373)  0.00
H (8.44331, -1.95736, -0.57451)  0.00
H (8.72772, 0.38077, 0.14476)  0.00
H (6.69674, 1.88176, 0.51230)  0.00

For the HOMO-LUMO gap (spin up / spin down), the calculation gives 6.8407 / 3.8886 eV. Its net charge is +3. The lowest unoccupied orbital energy (spin up / spin down) is -0.3076 / -0.4154 Ha. As for the spin multiplicity: 5. The HOMO energy (spin up / spin down) is -15.2 / -15.2 eV.

Record 4
Entry from the OMol25 dataset: C21H31O3V as an isolated structure (ωB97M-V with the def2-TZVPD basis set).

Each line ends with the Löwdin spin population.
Atoms and positions in Å:
O (-0.27814, 0.42421, -0.60837)  0.02
C (-1.42162, 0.26386, 0.26019)  0.00
C (-2.29082, -0.26052, -0.89019)  0.00
H (-1.62808, 1.27072, 0.60593)  0.00
H (-1.22819, -0.41408, 1.10649)  0.00
C (-0.99078, -0.17872, -1.74582)  0.00
H (-3.12636, 0.36808, -1.20692)  0.00
H (-2.64793, -1.27184, -0.73259)  0.00
C (-0.87798, 0.86217, -2.84716)  0.00
H (-1.31436, 1.81146, -2.49657)  0.00
H (-1.37498, 0.54651, -3.76962)  0.00
H (0.18933, 1.02540, -3.06023)  0.00
C (-0.52170, -1.58263, -2.08156)  0.01
H (-0.59136, -2.22419, -1.19215)  0.00
H (0.52345, -1.60043, -2.39394)  0.00
H (-1.11951, -2.01497, -2.89246)  0.00
V (2.01968, -1.49667, 0.36224)  2.00
C (2.47000, -3.63762, 0.59117)  0.00
C (2.51436, -3.01100, 1.87615)  0.01
C (1.20617, -2.48597, 2.16108)  0.02
H (3.35907, -3.03376, 2.56437)  0.00
C (0.35364, -2.79628, 1.05235)  0.04
C (1.14355, -3.50629, 0.07838)  0.01
H (0.76119, -3.96565, -0.82968)  0.00
H (3.26818, -4.21896, 0.12824)  0.00
H (0.87900, -2.00423, 3.08124)  0.00
H (-0.72124, -2.63155, 1.00529)  0.01
C (4.05471, -1.35863, -0.43888)  0.00
C (3.23156, -1.82602, -1.52610)  0.00
C (2.47681, -0.70482, -2.01461)  0.01
H (3.25526, -2.81494, -1.99288)  0.00
C (2.69735, 0.39879, -1.15629)  0.03
C (3.70141, 0.03362, -0.20617)  -0.01
H (4.26979, 0.73841, 0.40083)  0.00
H (4.86932, -1.89862, 0.04446)  0.00
H (1.99299, -0.63877, -2.99829)  0.00
H (2.24790, 1.38671, -1.26111)  0.00
O (-2.63230, 2.56055, 0.06464)  0.00
C (-3.90025, 2.59618, -0.65359)  0.00
C (-4.83550, 3.64006, -0.04207)  0.00
H (-4.44040, 1.63806, -0.57690)  0.00
H (-3.71026, 2.78351, -1.71666)  0.00
C (-4.24078, 3.89141, 1.34950)  0.00
H (-5.86493, 3.27587, 0.02292)  0.00
H (-4.85604, 4.53615, -0.66568)  0.00
C (-2.86299, 3.19822, 1.34996)  0.00
H (-4.87018, 3.46861, 2.13749)  0.00
H (-4.14794, 4.95922, 1.55177)  0.00
H (-2.83338, 2.40394, 2.11022)  0.00
H (-2.04922, 3.90297, 1.56860)  0.00
C (3.68280, -0.25244, 2.95416)  -0.02
C (2.53611, -0.03011, 2.03903)  -0.11
O (1.69788, 0.84281, 2.00138)  -0.02
H (4.43151, -0.85560, 2.42530)  0.00
H (3.37712, -0.80397, 3.85606)  0.00
H (4.16708, 0.69176, 3.24705)  0.00

For the HOMO-LUMO gap (spin up / spin down), the calculation gives 7.4140 / 7.4573 eV. The lowest unoccupied orbital energy (spin up / spin down) is 0.0246 / 0.0243 Ha. As for the spin multiplicity: 3. The HOMO energy (spin up / spin down) is -6.7 / -6.8 eV.

Record 5
Entry from the OMol25 dataset: one molecule with the formula C4H3BrO2 (ωB97M-V with the def2-TZVPD basis set).

Each line ends with the Mulliken charge.
Atoms and positions in Å:
C (1.05352, 0.40308, -0.77965)  -0.06
C (-0.28664, 0.58563, -0.98893)  -0.11
C (1.52245, -0.06572, 0.44419)  -0.28
C (-0.94363, -0.77148, 0.78281)  -0.06
O (-1.22608, 0.16942, -0.12653)  -0.22
O (-1.72912, -0.79739, 1.79756)  -0.25
Br (3.00142, -1.16471, 0.50765)  -0.06
H (1.71862, 0.73813, -1.57021)  0.34
H (-0.69749, 1.00055, -1.89755)  0.40
H (-2.41305, -0.09752, 1.83065)  0.30

For the HOMO-LUMO gap (spin up / spin down), the calculation gives 7.2784 / 7.2781 eV. The lowest unoccupied orbital energy (spin up / spin down) is -0.0218 / -0.0218 Ha. The HOMO energy (spin up / spin down) is -7.9 / -7.9 eV.

Record 6
Entry from the OMol25 dataset: a 2-piece molecular cluster, H6N4S overall (ωB97M-V with the def2-TZVPD basis set).

Each line ends with the Mulliken charge.
Atoms and positions in Å:
N (-2.84162, -0.61123, 0.26671)  -0.59
N (1.39856, 1.56335, -0.05877)  -0.46
N (-1.64965, -0.89870, 0.25963)  0.04
N (1.01237, 0.39051, -0.65531)  -0.34
S (1.56440, -1.07033, 0.09134)  -0.10
H (-3.45175, -1.47003, 0.17579)  0.24
H (1.27574, 0.42321, -1.62849)  0.28
H (0.82194, 1.71157, 0.74995)  0.23
H (2.46392, 1.56219, 0.13202)  0.26
H (-1.03755, -0.09529, 0.26317)  0.29
H (0.44364, -1.50526, 0.40396)  0.15

For the HOMO-LUMO gap, the calculation gives 9.8915 eV. Its SMILES is [H]/N=N/[H].NNS. The lowest unoccupied orbital energy is 0.0306 Ha. The HOMO energy is -9.1 eV.

Record 7
Entry from the OMol25 dataset: a 2-piece molecular cluster, C3H3N3O2 overall (ωB97M-V with the def2-TZVPD basis set).

Each line ends with the Mulliken charge.
Atoms and positions in Å:
C (0.83851, 0.10533, 0.25517)  0.57
C (-2.66683, -0.84149, -0.25919)  0.71
C (0.64633, 1.19769, -0.84359)  -0.17
N (-0.26127, 0.49530, 0.83907)  -0.55
N (-0.50297, 1.49320, -0.30571)  -0.26
N (1.79152, -0.72223, 0.69367)  -0.44
O (-3.38262, -0.28092, 0.41027)  -0.33
O (-1.89387, -1.35188, -0.92812)  -0.39
H (1.25630, 1.77077, -1.52767)  0.37
H (2.53912, -0.88409, 0.03711)  0.23
H (1.63577, -0.98168, 1.62900)  0.26

For the HOMO-LUMO gap (spin up / spin down), the calculation gives 8.8204 / 8.8241 eV. Its SMILES is NC1=CN=N1.O=C=O. The lowest unoccupied orbital energy (spin up / spin down) is 0.0005 / 0.0005 Ha. The HOMO energy (spin up / spin down) is -8.8 / -8.8 eV.